1.
Below is C25H44O2P2Tb as an isolated structure at a distorted geometry, with properties calculated with ωB97M-V/def2-TZVPD.

Properties
Multiplicity: 7
Charge: +1
HOMO energy (spin up / spin down): -9.38 / -9.38 eV

Each line ends with the Löwdin spin population.
Positions of all 74 atoms, in Å:
Tb  0.692  0.571  -0.227  6.06
C  2.043  -1.339  0.745  0.00
C  0.870  -2.024  0.287  0.00
C  1.861  -1.003  -1.549  -0.02
C  2.687  -0.752  -0.396  -0.01
C  0.754  -1.808  -1.122  -0.01
C  2.659  -1.451  2.096  0.00
H  1.944  -1.820  2.833  0.00
H  3.030  -0.482  2.445  0.00
H  3.512  -2.153  2.080  0.00
C  4.000  -0.055  -0.431  0.00
H  4.470  -0.043  0.554  0.00
H  3.911  0.988  -0.779  0.00
H  4.680  -0.564  -1.132  0.00
C  2.064  -0.357  -2.876  0.00
H  2.931  -0.788  -3.400  0.00
H  2.256  0.729  -2.782  0.00
H  1.187  -0.478  -3.523  0.00
C  -0.266  -2.407  -2.024  0.00
H  0.092  -3.351  -2.476  0.00
H  -0.514  -1.725  -2.847  0.00
H  -1.196  -2.634  -1.490  0.00
C  0.079  -3.006  1.084  0.00
H  0.390  -4.042  0.865  0.00
H  -0.996  -2.936  0.865  0.00
H  0.208  -2.851  2.162  0.00
C  -1.525  1.943  2.069  0.00
C  -1.249  0.768  2.655  0.00
C  -2.090  -0.460  2.727  0.00
C  -3.169  -0.659  1.634  0.00
C  -2.708  -0.673  0.225  0.00
C  -2.452  0.406  -0.548  0.00
C  -2.743  1.843  -0.226  0.00
C  -2.727  2.297  1.249  0.00
H  -2.631  -0.514  3.696  0.00
H  -3.985  0.057  1.796  0.00
H  -1.396  -1.320  2.711  0.00
H  -3.662  1.983  1.742  0.00
H  -0.813  2.774  2.201  0.00
H  -0.262  0.669  3.148  0.00
H  -2.753  3.400  1.225  0.00
H  -2.029  2.472  -0.793  0.00
H  -2.063  0.244  -1.570  0.00
H  -3.741  2.135  -0.623  0.00
H  -3.588  -1.661  1.821  0.00
H  -2.577  -1.670  -0.210  0.00
P  -6.170  3.588  -1.251  0.00
P  -7.154  3.114  -4.006  0.00
C  -7.885  4.288  -1.594  0.00
C  -8.112  4.440  -3.092  0.00
H  -7.981  5.256  -1.087  0.00
H  -8.622  3.602  -1.156  0.00
H  -9.173  4.358  -3.360  0.00
H  -7.739  5.404  -3.460  0.00
C  -7.536  3.749  -5.688  0.00
H  -7.228  2.996  -6.421  0.00
H  -6.963  4.665  -5.863  0.00
H  -8.608  3.959  -5.804  0.00
C  -8.513  1.872  -3.957  0.00
H  -9.469  2.342  -4.219  0.00
H  -8.585  1.418  -2.964  0.00
H  -8.279  1.089  -4.685  0.00
C  -5.484  5.121  -0.496  0.00
H  -4.515  4.899  -0.033  0.00
H  -6.184  5.521  0.251  0.00
H  -5.337  5.859  -1.296  0.00
C  -6.617  2.629  0.260  0.00
H  -7.235  1.776  -0.051  0.00
H  -7.180  3.257  0.965  0.00
H  -5.704  2.249  0.737  0.00
O  1.571  2.680  -0.532  -0.01
C  2.025  2.667  0.669  0.00
O  1.800  1.662  1.440  -0.01
H  2.598  3.502  1.071  0.00

2.
Below is a single C8H14N2O3 molecule at a distorted geometry, with properties calculated with ωB97M-V/def2-TZVPD.

Properties
SMILES: C[C@H](N)C(=O)N1CCC[C@H]1C(=O)O
Charge: 0
HOMO energy: -9.62 eV

Each line ends with the natural charge from an NBO analysis.
Positions of all 27 atoms, in Å:
C  -2.313  -0.309  1.640  -0.62
C  -1.845  0.141  0.259  -0.16
N  -3.013  0.570  -0.531  -0.80
C  -0.955  -0.924  -0.409  0.70
O  -1.339  -1.961  -0.881  -0.59
N  0.411  -0.695  -0.208  -0.50
C  1.336  -1.782  -0.302  -0.23
C  2.622  -1.306  0.278  -0.42
C  2.388  0.096  0.851  -0.41
C  0.874  0.380  0.596  -0.16
C  0.748  1.727  -0.257  0.78
O  0.417  2.724  0.331  -0.58
O  0.948  1.531  -1.548  -0.66
H  -1.592  -0.325  2.482  0.22
H  -2.971  0.550  1.849  0.24
H  -2.893  -1.218  1.423  0.22
H  -1.230  0.995  0.447  0.21
H  -2.790  0.943  -1.424  0.36
H  -3.334  -0.439  -0.832  0.35
H  1.474  -2.307  -1.248  0.22
H  0.885  -2.683  0.244  0.20
H  3.433  -1.177  -0.498  0.22
H  2.816  -2.066  1.047  0.23
H  3.043  0.851  0.585  0.23
H  2.566  0.080  2.000  0.22
H  0.321  0.631  1.602  0.24
H  1.152  0.551  -1.657  0.50